# C4H8OS2

One molecule with the formula C4H8OS2 (wB97M-V/def2-TZVPD, OMol25).

Results
**E_tot**: -1028.7640 hartree
**LUMO level**: -0.7 eV
**Kohn-Sham gap**: 7.79 eV
**Relative energy (zero: lowest compared OMol25 entry of this formula, charge and spin)**: 1.6056 eV
**SMILES string**: CSSCCC=O

XYZ file:
```
15
Properties=species:S:1:pos:R:3:nbo_charge:R:1
C 1.512 -0.583 0.337 -0.531
C 2.950 -0.170 0.306 0.437
O 3.557 0.023 -0.715 -0.502
C 0.639 0.361 1.210 -0.587
S -0.994 -0.207 1.486 0.152
S -1.592 0.553 -0.666 0.032
C -3.196 0.202 -1.398 -0.771
H 1.416 -1.644 0.613 0.238
H 1.093 -0.517 -0.676 0.238
H 3.504 -0.200 1.275 0.101
H 1.176 0.453 2.176 0.238
H 0.618 1.335 0.717 0.237
H -3.947 -0.312 -0.794 0.248
H -3.767 1.128 -1.611 0.237
H -2.969 -0.422 -2.260 0.233
```